Computed, not measured: a single C5H4O3 molecule at a distorted geometry, with ωB97M-V with the def2-TZVPD basis set.

Structure (XYZ):
```
12
Properties=species:S:1:pos:R:3:forces:R:3
C 1.596 0.538 -0.496 1.737 -1.396 -0.068
C 0.998 -0.783 -0.442 1.892 -3.830 -1.517
H 1.611 -1.526 -1.012 -0.841 0.452 0.297
H 2.722 0.483 -0.749 -2.135 0.927 0.720
O -2.309 0.064 -0.249 1.737 1.410 0.025
C -0.399 -1.209 -0.084 3.384 4.238 0.422
O 0.721 -1.309 0.858 -1.568 -0.086 -0.763
H 1.380 2.417 0.633 -2.186 -2.606 -1.438
O -0.487 1.264 0.286 0.411 0.806 0.632
H -0.860 -2.016 -0.578 -0.575 -0.992 0.081
C -1.101 0.133 -0.040 -4.063 -3.432 0.412
C 0.863 1.403 0.152 2.207 4.507 1.197
```
Positions in Å, forces in eV/Å.

Results
E	-418.5315	hartree
relative energy (zero: lowest compared OMol25 entry of this formula, charge and spin)	81.8	kcal/mol
E_LUMO	0.680	eV
SMILES string	O=C1OC=C[C@H]2O[C@@H]12
Kohn-Sham gap	10.61	eV

Mulliken population analysis, charges in e, atoms 1 to 5:
1 C -0.466
2 C 0.013
3 H 0.349
4 H 0.286
5 O -0.567